DFT (wB97M-V/def2-TZVPD) results for a molecular structure, C45H36IN5RbS.

Computed properties:
Charge: -2
ΔE to the lowest compared entry with this formula, charge and spin (kcal/mol): 53.0
Orbital gap (alpha / beta) (eV): 2.743 / 4.562
Multiplicity: 2
Electronic energy (eV): -74287.154

CARTESIAN COORDINATES (ANGSTROEM)
I1 0.95 4.36 -0.87
Rb1 1.00 0.35 0.32
S1 5.89 1.14 0.97
N1 -0.93 -2.06 1.93
N2 0.06 -1.07 -3.24
N3 1.97 -2.18 -1.30
N4 2.59 0.63 -2.66
N5 -1.81 1.02 -1.55
C1 -4.51 1.28 -0.98
C2 4.34 -3.05 -2.43
C3 -1.00 7.12 1.86
C4 -4.45 -3.16 1.49
C5 -0.50 4.31 1.83
C6 4.30 -2.68 -1.10
C7 -0.72 -2.27 3.21
C8 2.98 -1.20 5.01
C9 -3.53 -2.38 -0.60
C10 -4.61 -2.92 0.15
C11 0.73 -2.36 -3.36
C12 0.67 0.02 -4.01
C13 -2.14 -2.34 1.39
C14 -3.57 1.75 -0.09
C15 -2.34 -2.10 0.00
C16 2.16 0.17 -3.84
C17 -2.23 -0.02 -3.71
C18 4.40 0.02 -4.67
C19 -2.72 0.57 -2.41
C20 -1.34 -1.26 -3.62
C21 2.06 -1.97 5.73
C22 0.89 -2.35 5.11
C23 3.08 -2.26 -0.57
C24 -1.37 2.79 3.97
C25 -0.71 2.20 2.86
C26 -1.42 6.34 2.90
C27 -3.23 -2.88 2.13
C28 1.53 -1.21 3.00
C29 0.61 -1.94 3.79
C30 -1.60 4.14 4.00
C31 3.90 0.75 -2.46
C32 -1.78 -2.78 4.04
C33 3.03 -0.12 -4.88
C34 4.84 0.44 -3.43
C35 2.02 -2.49 -2.59
C36 -0.09 5.18 0.78
C37 -4.09 0.68 -2.16
C38 2.73 -0.87 3.68
C39 -0.32 6.53 0.77
C40 -1.18 4.94 2.92
C41 4.37 0.63 0.94
C42 -2.99 -3.08 3.51
C43 -0.25 2.90 1.77
C44 -2.22 1.60 -0.42
C45 3.18 -2.95 -3.19
H1 0.04 -3.09 -2.93
H2 5.10 -0.22 -5.46
H3 5.18 -2.71 -0.47
H4 -3.84 2.23 0.84
H5 5.27 -3.37 -2.88
H6 -1.50 -1.69 -0.56
H7 -1.39 -1.75 -4.61
H8 -0.58 1.11 2.90
H9 -5.55 -3.13 -0.34
H10 -5.27 -3.57 2.07
H11 2.26 -2.27 6.75
H12 -4.81 0.30 -2.88
H13 -1.19 8.19 1.85
H14 -1.45 1.98 0.25
H15 -1.94 6.79 3.74
H16 0.22 0.95 -3.65
H17 2.65 -0.47 -5.83
H18 5.90 0.53 -3.21
H19 -3.79 -3.46 4.14
H20 0.45 -0.09 -5.09
H21 0.89 -2.64 -4.41
H22 -1.73 0.77 -4.27
H23 3.19 -3.18 -4.25
H24 4.20 1.07 -1.47
H25 0.21 -2.99 5.67
H26 3.89 -0.86 5.50
H27 -1.78 -1.95 -2.90
H28 -3.10 -0.31 -4.30
H29 -3.67 -2.18 -1.65
H30 0.02 7.14 -0.06
H31 -1.69 2.17 4.81
H32 -5.57 1.38 -0.77
H33 -2.11 4.60 4.84
H34 2.99 -1.98 0.47
H35 -1.62 -2.90 5.10
H36 3.49 -0.32 3.15